107
Properties=species:S:1:pos:R:3:lowdin_spin:R:1 method="wB97M-V/def2-TZVPD" spin_multiplicity=2 total_charge=-1 e_lumo_ev="1.82 / 1.81"
Sc -0.220 -0.254 -0.105 0.77
C -3.502 -0.341 1.028 0.00
N -2.859 -0.102 -0.255 0.01
C -3.267 -1.042 -1.283 0.01
C -2.456 -2.280 -1.118 0.05
N -1.234 -2.271 -0.666 0.01
C -0.862 -3.631 -0.611 0.00
C 0.311 -4.247 -0.188 0.00
C 0.382 -5.627 -0.237 0.00
C -0.689 -6.406 -0.703 0.00
C -1.861 -5.817 -1.128 0.00
C -1.918 -4.427 -1.071 0.00
N -2.926 -3.534 -1.381 0.02
C -2.585 0.089 2.114 0.01
N -1.305 0.290 1.964 0.01
C -0.843 0.623 3.249 0.00
C 0.432 0.955 3.698 0.00
C 0.589 1.237 5.044 0.00
C -0.494 1.208 5.937 0.00
C -1.768 0.894 5.501 0.00
C -1.909 0.609 4.148 0.00
N -3.008 0.244 3.391 0.00
H -3.700 -1.411 1.150 0.00
H -4.444 0.205 1.115 0.00
H -3.090 0.846 -0.548 0.00
H -3.061 -0.593 -2.253 0.00
H -4.333 -1.290 -1.246 0.00
H 1.155 -3.670 0.155 0.00
H 1.295 -6.113 0.088 0.00
H -0.598 -7.485 -0.724 0.00
H -2.699 -6.407 -1.483 0.00
H -3.820 -3.752 -1.781 0.00
H 1.265 0.985 3.012 0.00
H 1.571 1.498 5.421 0.00
H -0.331 1.442 6.983 0.00
H -2.615 0.880 6.178 0.00
H -3.968 0.296 3.675 0.00
C -0.549 5.692 -2.761 0.00
C -1.302 4.576 -2.067 0.00
O -0.433 3.924 -1.119 0.00
P 0.232 2.494 -1.380 0.01
S 1.074 2.005 0.345 0.03
S -1.063 1.278 -2.267 0.01
O 1.350 2.794 -2.508 0.00
C 2.706 3.171 -2.199 0.00
C 3.628 1.980 -2.070 0.00
H -1.219 6.219 -3.448 0.00
H 0.298 5.295 -3.327 0.00
H -0.171 6.410 -2.028 0.00
H -1.681 3.850 -2.780 0.00
H -2.145 4.945 -1.494 0.00
H 2.716 3.778 -1.292 0.00
H 3.014 3.800 -3.034 0.00
H 3.375 1.375 -1.204 0.00
H 4.663 2.329 -1.969 0.00
H 3.556 1.338 -2.950 0.00
F -3.034 6.904 4.855 0.00
C -3.293 6.064 3.844 0.00
C -3.734 4.785 4.091 0.00
F -3.904 4.379 5.360 0.00
C -4.009 3.935 3.039 0.00
F -4.466 2.716 3.382 0.00
C -3.864 4.290 1.697 0.00
Se -4.264 3.117 0.269 0.00
C -3.424 5.599 1.503 0.00
F -3.267 6.088 0.265 0.00
C -3.138 6.466 2.538 0.00
F -2.714 7.713 2.284 0.00
C 1.199 -4.295 3.793 0.00
C 1.501 -2.864 3.419 0.00
O 2.477 -2.880 2.350 0.00
P 2.498 -1.643 1.327 0.00
O 1.029 -1.328 1.026 0.01
Te 4.143 -2.157 -0.241 0.00
O 2.935 -0.411 2.267 0.00
C 4.262 -0.287 2.815 0.00
C 4.343 1.057 3.503 0.00
H 0.538 -4.321 4.664 0.00
H 2.122 -4.828 4.036 0.00
H 0.710 -4.812 2.963 0.00
H 1.911 -2.313 4.267 0.00
H 0.597 -2.350 3.096 0.00
H 4.994 -0.363 2.015 0.00
H 4.444 -1.106 3.514 0.00
H 4.138 1.858 2.787 0.00
H 5.340 1.203 3.924 0.00
H 3.609 1.126 4.310 0.00
C 1.087 -3.630 -5.621 0.00
N 1.455 -3.084 -4.324 0.00
C 1.788 -4.085 -3.328 0.00
C 1.396 -1.751 -4.028 0.01
S 1.355 -1.149 -2.485 0.01
N 1.409 -0.932 -5.151 0.00
C 0.881 0.421 -5.015 0.00
C 2.624 -0.976 -5.961 0.00
H 0.487 -4.528 -5.460 0.00
H 1.959 -3.917 -6.218 0.00
H 0.506 -2.906 -6.183 0.00
H 2.542 -4.764 -3.738 0.00
H 0.906 -4.668 -3.047 0.00
H 2.191 -3.604 -2.444 0.00
H -0.029 0.416 -4.425 0.00
H 0.661 0.800 -6.017 0.00
H 1.585 1.098 -4.523 0.00
H 3.047 -1.976 -5.986 0.00
H 3.381 -0.297 -5.547 0.00
H 2.401 -0.663 -6.982 0.00

=====

12
Properties=species:S:1:pos:R:3:mulliken_charge:R:1 method="wB97M-V/def2-TZVPD" smiles="CNC(C)=O" spin_multiplicity=1 total_charge=0 e_lumo_ev=0.81
C -1.049 -1.201 0.188 -0.65
N -0.568 -0.259 -0.791 -0.15
C 0.378 0.735 -0.706 0.71
C 1.092 0.945 0.618 -1.16
O 0.678 1.380 -1.722 -0.64
H -0.123 -1.378 0.984 0.21
H -1.350 -2.235 -0.420 0.27
H -1.987 -0.702 0.790 0.21
H -0.947 -0.285 -1.704 0.24
H 0.431 1.201 1.450 0.33
H 1.657 0.052 0.837 0.33
H 1.788 1.746 0.477 0.30

=====

84
Properties=species:S:1:pos:R:3:mulliken_charge:R:1 method="wB97M-V/def2-TZVPD" spin_multiplicity=1 total_charge=0 e_lumo_ev=0.03
C -0.910 3.499 -3.713 -0.01
C -1.053 4.962 -3.672 0.18
N -1.124 6.094 -3.673 -0.44
H -1.542 3.058 -2.941 -0.03
H 0.155 3.270 -3.750 -0.11
H -1.342 3.093 -4.628 0.40
C -3.719 0.246 -2.130 -0.60
C -2.931 -0.681 -2.822 0.54
N -2.275 -1.428 -3.435 -0.49
H -3.177 1.144 -1.833 0.06
H -4.103 -0.189 -1.207 0.12
H -4.587 0.409 -2.770 0.37
C -4.599 -2.542 1.360 -0.64
C -4.127 -3.708 0.589 0.33
N -3.758 -4.617 -0.010 -0.45
H -4.712 -2.855 2.399 0.30
H -5.590 -2.309 0.968 0.33
H -3.783 -1.824 1.284 0.13
C 3.911 3.180 1.774 -0.94
C 3.117 2.030 2.178 0.60
N 2.482 1.103 2.537 -0.47
H 3.282 4.023 1.488 0.21
H 4.438 2.940 0.851 0.24
H 4.586 3.438 2.590 0.38
C -0.013 -3.788 -1.616 0.49
C 1.320 -3.978 -2.235 0.19
N 2.361 -4.113 -2.658 -0.53
H -0.444 -2.884 -2.046 -0.11
H 0.096 -3.729 -0.533 -0.51
H -0.742 -4.545 -1.904 0.43
C 2.187 5.272 -2.425 -1.25
C 2.399 4.117 -1.560 0.50
N 2.471 3.177 -0.921 -0.16
H 1.878 4.855 -3.384 0.28
H 3.074 5.897 -2.537 0.36
H 1.409 5.966 -2.107 0.31
C 0.159 -1.023 4.983 -0.21
C 0.101 -0.248 6.233 0.12
N 0.065 0.268 7.266 -0.41
H -0.747 -0.883 4.395 0.17
H 0.547 -2.016 5.213 0.28
H 1.011 -0.601 4.449 0.03
C 0.077 3.492 1.513 -0.15
C -1.029 3.423 0.566 0.37
N -1.902 3.284 -0.193 -0.50
H 0.812 4.282 1.362 0.21
H 0.602 2.536 1.516 -0.32
H -0.247 3.546 2.552 0.40
C 0.578 -1.168 -5.739 -1.00
C 0.908 -0.078 -4.846 0.53
N 1.155 0.828 -4.193 -0.36
H -0.336 -1.714 -5.505 0.26
H 1.399 -1.879 -5.648 0.29
H 0.326 -0.848 -6.750 0.33
C -5.528 0.104 5.713 -0.78
C -4.296 0.168 4.859 0.33
N -3.322 0.228 4.223 -0.34
H -6.137 -0.741 5.392 0.25
H -6.160 0.986 5.608 0.27
H -5.396 0.031 6.793 0.28
C 3.639 0.855 -2.551 -0.07
C 4.412 0.657 -1.319 0.38
N 5.032 0.479 -0.362 -0.58
H 3.358 -0.112 -2.968 0.26
H 4.229 1.450 -3.248 0.42
H 2.693 1.324 -2.280 -0.43
C 3.087 -1.921 0.859 0.41
C 2.958 -3.200 1.604 0.04
N 2.747 -4.214 2.125 -0.52
H 4.156 -1.713 0.820 0.42
H 2.656 -1.090 1.417 -0.33
H 2.540 -1.959 -0.084 -0.03
C -0.430 -4.922 2.112 -0.32
C 0.232 -5.870 1.235 0.38
N 0.751 -6.650 0.586 -0.48
H 0.252 -4.229 2.605 0.14
H -1.036 -5.528 2.786 0.36
H -1.060 -4.329 1.449 -0.05
C 0.600 0.447 -0.581 0.77
C 0.041 -0.685 0.148 -0.23
N -0.349 -1.570 0.763 -0.26
H -0.179 1.142 -0.892 0.02
H 1.032 0.158 -1.539 0.06
H 1.360 0.922 0.040 -0.45

=====

9
Properties=species:S:1:pos:R:3:mulliken_charge:R:1 method="wB97M-V/def2-TZVPD" spin_multiplicity=1 total_charge=0 e_lumo_ev="-1.52 / -1.52"
C 0.021 -0.809 -0.299 -0.57
C 1.265 -0.679 0.154 -0.13
C -0.714 0.424 -0.062 0.98
C 0.237 1.342 0.676 -0.59
N -1.944 0.639 -0.285 -0.57
O 1.397 0.528 0.832 -0.16
H -0.177 -1.693 -0.887 0.33
H 2.065 -1.379 0.056 0.42
H -2.150 1.628 -0.185 0.30

=====

17
Properties=species:S:1:pos:R:3:lowdin_spin:R:1 method="wB97M-V/def2-TZVPD" spin_multiplicity=2 total_charge=-1 e_lumo_ev="3.01 / 3.01"
O -2.296 1.531 0.274 0.02
Ag -1.060 0.787 -1.402 0.00
C -2.273 1.130 1.585 0.10
C -0.952 0.592 2.058 0.71
H -2.545 1.970 2.286 0.04
H -3.044 0.349 1.815 0.01
H -0.037 1.115 1.758 0.04
H -0.960 -0.193 2.822 0.05
C 0.597 -1.933 0.347 0.01
C 0.422 -1.275 -0.838 0.01
H -0.231 -2.557 0.699 0.00
H 1.552 -2.045 0.879 0.00
O 1.740 -1.043 -1.442 0.00
C 1.847 -0.041 -2.264 0.00
O 0.985 0.783 -2.532 0.00
O 3.103 0.066 -2.690 0.00
H 3.154 0.763 -3.356 0.00

=====

Calculated energy relative to the best compared isomer or geometry (same formula, charge and spin) in order - 0.0 28.9 6.4 69.4 9.0 kcal per mole